(1)
67
Properties=species:S:1:pos:R:3:forces:R:3 method="wB97M-V/def2-TZVPD" e_lumo_ev=-0.6 energy_ha=-2844.98635 relative_energy_ev=17.516 homo_energy_ev=-9.2 orbital_gap_ev=8.559
C -2.13866 -2.93330 -0.92431 0.899 1.892 0.365
C -0.73252 -2.34265 -0.22330 -0.290 -0.572 -1.558
C -0.98939 -1.53593 1.16804 -0.908 -0.926 0.803
N 0.37970 -2.58539 -0.93206 -1.390 0.308 4.450
C 1.68935 -2.36701 -0.25121 0.863 2.046 -4.957
S 2.15688 -3.27968 1.32611 -0.425 -8.536 3.933
C 3.20012 -2.28786 2.52604 1.620 1.029 1.002
O 0.93654 -3.87940 2.10876 2.976 3.632 -2.627
O 3.01677 -4.56248 0.98268 -2.046 5.478 0.323
O 2.62715 -3.03874 -1.22139 3.123 0.873 0.431
C 4.01297 -2.46294 -1.19360 1.148 -1.472 -1.641
O 5.14583 -2.92173 -1.73139 -8.548 3.693 4.275
O 3.73843 -1.18919 -0.44813 0.249 -0.735 -1.314
C 2.28424 -0.81763 -0.49607 -0.205 -0.378 0.849
C 1.73829 0.36791 0.49224 0.745 1.464 0.394
C 0.48974 1.26419 -0.16752 -0.069 0.506 0.413
C -0.01750 2.39627 0.95605 0.315 0.581 -0.988
F -1.33071 2.02764 1.57918 2.867 0.579 -1.065
O 1.95196 -0.33280 -1.84356 2.957 0.612 0.257
C 3.00326 0.48334 -2.44987 2.810 -1.609 -6.623
O 3.37107 0.16442 -3.72242 -2.877 2.120 8.614
C 3.82128 1.73388 -1.78049 1.739 3.804 2.609
C 3.19362 3.28014 -1.78525 3.063 -0.767 1.736
C 3.96699 4.56012 -1.05885 1.790 -4.492 0.049
C 5.42791 4.27499 -0.29723 -1.392 -2.975 -1.591
C 6.12387 2.77555 -0.30505 -4.513 0.613 -2.138
C 5.29458 1.56573 -1.04249 -1.253 2.123 0.040
H -2.88105 -2.00434 -0.95547 1.399 -2.161 0.185
H -1.95383 -3.27044 -2.03504 -0.118 0.491 2.393
H -2.59869 -3.75576 -0.23297 1.073 1.699 -1.437
H -1.82000 -2.16266 1.75683 1.851 1.277 -1.353
H -0.07525 -1.49244 1.90957 -1.786 -0.014 -1.787
H -1.49330 -0.46410 1.01991 1.348 -2.392 0.006
H 3.08178 -2.72335 3.62162 -0.242 0.557 -2.612
H 2.97227 -1.14329 2.56985 0.207 -2.215 -0.315
H 4.34210 -2.42868 2.23714 -2.599 0.228 0.272
H 2.60888 1.16922 0.65599 -1.657 -1.895 -0.463
H 1.42704 0.03184 1.56648 0.539 0.290 -2.182
H -0.40116 0.60071 -0.54161 1.756 1.341 0.888
H 0.84673 1.90629 -1.09473 -0.532 -1.548 2.040
H 0.82560 2.61838 1.77142 -2.179 -0.871 -1.439
H -0.18277 3.43577 0.39721 0.025 -2.382 1.262
H 2.16423 3.44352 -2.31906 2.245 -0.215 1.127
H 3.45829 5.62143 -1.08701 1.277 -2.445 0.103
H 6.02107 5.12246 0.27689 -1.581 -1.825 -1.459
H 7.16416 2.51718 0.21301 -2.624 0.789 -1.297
H 5.76364 0.47798 -1.03060 -1.129 2.571 -0.052
C -4.83788 -5.78669 -1.84461 0.059 -0.080 0.076
S -5.35745 -4.08474 -1.51880 0.008 -0.038 0.370
O -4.74663 -3.66819 -0.21389 -0.777 -0.418 -0.424
C -7.09496 -4.47941 -1.20458 -0.088 -0.008 0.090
H -3.76174 -5.79117 -2.03301 -0.142 0.113 0.028
H -5.05650 -6.41627 -0.97872 -0.006 0.134 -0.021
H -5.36036 -6.16559 -2.72596 0.027 0.104 0.047
H -7.17328 -5.19037 -0.37857 0.111 0.070 -0.056
H -7.54273 -4.90176 -2.10705 0.092 0.058 0.026
H -7.61849 -3.55762 -0.93938 0.185 -0.076 -0.061
C -2.95651 6.52892 2.29999 -0.045 0.101 0.048
S -2.54297 5.48931 0.87838 -0.398 0.175 -0.350
O -3.07390 6.16978 -0.34819 0.213 -0.328 0.666
C -3.68392 4.14776 1.29299 -0.126 -0.038 0.006
H -2.38186 7.45555 2.23137 -0.033 -0.170 -0.090
H -4.02372 6.76335 2.29348 0.086 -0.067 -0.094
H -2.69213 6.00754 3.22281 0.017 -0.012 -0.103
H -4.70590 4.53024 1.34924 0.122 0.098 -0.058
H -3.39561 3.70529 2.24925 0.067 0.038 -0.123
H -3.62492 3.38689 0.51088 0.107 0.172 0.098

(2)
61
Properties=species:S:1:pos:R:3:forces:R:3 method="wB97M-V/def2-TZVPD" e_lumo_ev=0.0 energy_ha=-2026.26222 homo_energy_ev=-9.4 orbital_gap_ev=9.456 smiles="O=S(=O)(c1ccc(S(=O)(=O)N2CCCC3(CCCCC3)C2)cc1)N1CCCCC1"
O 3.57712 0.32795 1.19968 -0.154 -0.135 0.173
S 3.04956 -0.67760 0.31813 -0.438 -0.337 0.035
O 3.22279 -0.49263 -1.09211 0.011 -0.222 -0.158
C 1.29358 -0.84541 0.65199 0.453 0.026 -0.036
C 0.68175 -0.02373 1.58079 0.028 0.092 0.075
C -0.68706 -0.12535 1.77221 0.101 -0.010 0.046
C -1.40354 -1.04422 1.02901 -0.466 -0.036 -0.045
S -3.19230 -1.04428 1.19048 0.188 0.206 -0.136
O -3.71816 -2.10221 0.37365 0.194 0.156 -0.143
O -3.54257 -1.00685 2.57907 0.090 0.241 0.081
N -3.49577 0.45596 0.54679 0.150 -0.852 0.429
C -4.53538 1.27588 1.12278 -0.306 0.286 0.576
C -4.23170 2.73717 0.80575 -0.109 -0.193 -0.177
C -4.07191 2.92166 -0.70265 0.188 -0.091 0.153
C -3.02714 1.96705 -1.31298 -0.151 0.237 -0.030
C -1.61884 2.32125 -0.81096 0.001 -0.260 -0.023
C -0.50765 1.57461 -1.54580 0.019 0.285 -0.058
C -0.60023 1.79775 -3.05024 -0.027 -0.339 0.088
C -1.96496 1.34640 -3.55702 0.039 0.317 -0.059
C -3.07663 2.10919 -2.84194 0.055 -0.309 0.114
C -3.41571 0.54029 -0.89123 0.247 0.072 -0.553
C -0.78833 -1.88067 0.11567 -0.015 -0.112 -0.059
C 0.58122 -1.78069 -0.07506 -0.076 -0.018 -0.014
N 3.55712 -2.22449 0.69474 -0.465 0.870 -0.378
C 4.68843 -2.72225 -0.06290 0.476 0.183 -0.543
C 6.01284 -2.19326 0.48374 -0.067 -0.305 0.074
C 6.13607 -2.54639 1.96444 -0.015 0.274 -0.025
C 4.94556 -1.97002 2.72768 0.005 -0.218 -0.024
C 3.63997 -2.48091 2.11795 -0.002 0.155 0.656
H 1.28655 0.68728 2.12177 -0.009 0.097 0.112
H -1.21227 0.49099 2.48418 0.031 0.168 0.103
H -4.53976 1.08376 2.19581 -0.153 0.122 -0.046
H -5.51861 1.00092 0.71160 0.037 0.002 0.037
H -3.31721 3.03613 1.31742 0.015 0.030 0.099
H -5.04630 3.36425 1.17116 0.019 0.005 0.064
H -3.79357 3.95536 -0.91769 -0.006 0.021 -0.106
H -5.03528 2.73137 -1.18305 -0.081 0.023 -0.079
H -1.54995 2.09800 0.25406 0.011 0.144 0.069
H -1.46640 3.39489 -0.94622 -0.014 0.103 0.056
H -0.57197 0.50588 -1.33665 0.052 -0.096 0.033
H 0.46228 1.91457 -1.17648 0.017 -0.066 0.049
H 0.19335 1.24437 -3.55452 0.052 0.063 -0.059
H -0.46427 2.85873 -3.27181 0.051 0.079 -0.044
H -2.08071 0.27416 -3.39158 0.006 -0.123 -0.061
H -2.04278 1.52569 -4.63152 -0.029 -0.109 -0.018
H -4.04876 1.76946 -3.20681 -0.112 0.075 0.004
H -2.98421 3.16987 -3.08889 -0.055 0.083 -0.001
H -2.67467 -0.18853 -1.21508 -0.001 0.022 -0.249
H -4.37992 0.26935 -1.34610 0.064 -0.030 -0.013
H -1.39473 -2.58601 -0.43145 0.007 -0.087 -0.112
H 1.10477 -2.39651 -0.78830 -0.034 -0.152 -0.105
H 4.53577 -2.40178 -1.09375 0.116 -0.230 -0.016
H 4.66293 -3.81623 -0.01642 -0.057 0.057 -0.008
H 6.02846 -1.10805 0.36365 0.095 0.044 -0.060
H 6.84116 -2.61886 -0.08465 0.015 0.052 -0.054
H 7.06747 -2.14826 2.37020 0.023 -0.085 0.024
H 6.15451 -3.63380 2.07888 0.070 -0.065 0.024
H 4.95724 -0.88187 2.65528 0.031 -0.031 0.113
H 4.98989 -2.25230 3.78072 -0.031 0.031 0.035
H 2.77930 -1.99394 2.58154 -0.009 -0.184 0.178
H 3.54956 -3.56308 2.26305 -0.075 0.069 -0.009

(3)
60
Properties=species:S:1:pos:R:3:forces:R:3 method="wB97M-V/def2-TZVPD" e_lumo_ev=0.8 energy_ha=-1264.13694 relative_energy_ev=3.144 homo_energy_ev=-9.3 orbital_gap_ev=10.039 smiles="CCCCC/C=C/CC(=O)N1CC[C@@H]2C[C@]2(C(=O)NCc2nc(C)no2)CC1"
C 3.90479 -0.92006 -5.62489 0.000 0.000 0.000
C 3.27403 -1.49721 -4.36429 -0.001 0.001 0.000
C 2.68342 -0.42474 -3.45785 0.000 -0.001 0.000
C 2.04928 -0.99073 -2.19394 0.051 0.004 0.029
C 1.47229 0.09507 -1.29785 -0.108 -0.012 -0.062
C 0.80019 -0.38013 -0.04261 0.117 0.025 0.075
C 0.82910 -1.61674 0.43761 -0.060 -0.019 -0.042
C 0.14601 -2.02065 1.71212 -0.004 0.001 -0.001
C 0.92185 -3.09796 2.45747 -0.003 0.002 0.006
O 1.90270 -3.63209 1.95109 0.002 -0.002 -0.001
N 0.47586 -3.44837 3.69375 0.002 -0.003 -0.002
C 1.11008 -4.56074 4.40058 -0.002 -0.001 -0.001
C 1.49450 -4.18795 5.82861 0.002 0.000 -0.001
C 2.32832 -2.93608 5.87644 -0.005 -0.004 0.002
C 2.12289 -1.91644 6.95924 0.002 0.001 0.000
C 1.68619 -1.60439 5.56062 0.007 0.001 0.004
C 2.54505 -0.60122 4.82751 -0.005 0.004 -0.003
O 2.87079 0.47107 5.29922 0.000 -0.001 0.000
N 2.87319 -0.94792 3.55169 0.001 -0.001 0.002
C 3.48665 0.01188 2.67326 0.004 -0.001 0.000
C 2.55503 1.11604 2.27468 0.000 -0.001 0.001
N 2.80941 2.09429 1.47020 -0.001 0.002 0.001
C 1.62001 2.78657 1.46951 0.000 0.001 -0.001
C 1.39653 4.01789 0.67103 0.002 0.000 0.001
N 0.69962 2.26635 2.22382 0.000 -0.003 0.000
O 1.32376 1.14125 2.77159 -0.001 0.001 0.000
C 0.20083 -1.46034 5.20624 0.001 -0.001 -0.001
C -0.46020 -2.64535 4.46110 -0.002 0.002 0.001
H 4.32235 -1.70184 -6.26027 0.000 0.000 0.000
H 3.16761 -0.37001 -6.21355 0.000 0.000 0.000
H 4.71081 -0.22680 -5.37554 0.000 0.000 0.000
H 2.48889 -2.20921 -4.63683 0.000 0.000 0.000
H 4.02190 -2.06762 -3.80496 0.000 0.000 0.000
H 3.46874 0.28838 -3.18264 0.000 0.000 0.000
H 1.93429 0.14789 -4.01653 0.000 0.000 0.000
H 1.25930 -1.69848 -2.46544 0.000 0.000 0.000
H 2.80075 -1.56586 -1.64300 0.000 0.000 0.001
H 2.26405 0.80074 -1.01707 0.000 0.001 0.001
H 0.75073 0.68762 -1.87291 0.000 0.000 0.000
H 0.27008 0.38457 0.52099 0.001 0.001 -0.001
H 1.34696 -2.40803 -0.09017 0.000 0.001 0.000
H -0.00902 -1.14681 2.34749 0.000 0.000 0.000
H -0.84710 -2.43595 1.50140 0.000 -0.001 0.001
H 0.42660 -5.41610 4.40984 0.000 0.000 -0.002
H 1.98886 -4.84336 3.82577 0.001 -0.001 0.002
H 0.60182 -4.05538 6.44501 0.001 0.001 0.000
H 2.04202 -5.02396 6.26946 0.000 0.000 0.000
H 3.34566 -3.05454 5.51663 0.001 0.003 0.000
H 1.34205 -2.11579 7.68308 -0.002 0.000 -0.002
H 2.97660 -1.37622 7.34351 0.001 -0.002 -0.001
H 2.70159 -1.87933 3.20856 -0.001 0.000 -0.003
H 4.35689 0.47291 3.14374 0.000 0.000 0.001
H 3.81433 -0.49426 1.76621 0.000 -0.001 0.000
H 0.38118 4.37938 0.81242 0.000 0.000 0.001
H 2.10240 4.78994 0.97547 0.001 0.000 -0.001
H 1.56554 3.80906 -0.38526 -0.001 0.000 0.000
H -0.37460 -1.25561 6.11105 -0.001 0.000 0.000
H 0.10372 -0.56412 4.58915 0.000 0.000 0.000
H -1.24980 -2.27099 3.81198 0.000 0.002 0.001
H -0.95046 -3.31452 5.16787 0.000 -0.001 -0.001